1.
{"formula": "C3H6OSi", "method": "the ωB97M-V functional and the def2-TZVPD basis", "e_homo_ev": -9.7314, "e_lumo_ev": 0.87, "charge": 0, "smiles": "C1=C[SiH2]OC1", "gap_ev": 10.60, "species": ["C", "H", "H", "H", "Si", "H", "H", "H", "C", "O", "C"], "coordinates": [[1.17, -0.37, 0.17], [1.11, 1.79, 0.63], [-2.10, -0.49, 1.40], [-2.61, -0.21, -1.13], [-1.51, -0.34, 0.03], [0.84, 1.45, -1.08], [2.29, -0.40, 0.24], [0.54, -2.34, -0.14], [0.71, 1.07, -0.08], [-0.67, 1.11, 0.08], [0.22, -1.27, -0.11]]}

2.
{"formula": "C32H85MnN4O16", "method": "the ωB97M-V functional and the def2-TZVPD basis", "e_homo_ev": [-2.5254, -7.9040], "e_lumo_ev": [0.01, -0.08], "charge": 0, "gap_ev": [2.53, 7.83], "multiplicity": 7, "species": ["N", "H", "H", "C", "H", "H", "H", "C", "O", "O", "H", "H", "H", "H", "C", "C", "C", "H", "H", "C", "H", "O", "O", "H", "H", "H", "H", "H", "C", "H", "H", "H", "H", "H", "C", "H", "H", "H", "H", "H", "O", "O", "C", "C", "H", "H", "H", "H", "H", "O", "H", "H", "H", "H", "Mn", "H", "H", "H", "C", "H", "H", "H", "H", "H", "C", "C", "C", "C", "H", "H", "N", "H", "C", "C", "H", "H", "H", "C", "H", "H", "O", "H", "H", "C", "H", "C", "O", "O", "C", "O", "H", "H", "O", "H", "C", "C", "H", "H", "H", "H", "H", "H", "H", "H", "C", "H", "H", "C", "C", "C", "H", "H", "H", "C", "H", "C", "H", "H", "O", "H", "H", "C", "H", "H", "N", "O", "H", "H", "H", "H", "H", "C", "O", "H", "H", "O", "C", "N"], "coordinates": [[-3.99, 1.51, 2.51], [-1.81, -1.98, -4.55], [-0.10, 4.04, 2.51], [-3.64, -3.15, -3.86], [-2.11, 2.53, -3.86], [3.39, -5.50, 4.56], [-4.19, -3.24, -4.79], [-3.22, -2.25, 1.35], [-0.42, -0.40, 1.95], [-0.54, -6.34, 0.02], [1.43, -0.08, -7.65], [2.53, -0.20, -5.83], [0.41, -0.59, -4.91], [-3.15, 0.30, -0.79], [2.05, -1.13, -6.11], [0.25, -1.53, -0.17], [-3.98, 2.68, 3.37], [-6.02, 0.83, 3.04], [2.06, -2.91, 3.71], [-2.91, 6.15, -2.94], [-0.99, -7.02, -0.49], [-1.96, 1.60, 0.37], [-1.53, -4.58, 3.02], [-0.16, 3.58, -2.65], [0.88, -1.74, 5.70], [3.29, -2.00, -0.98], [0.27, -2.27, -5.49], [4.85, 4.93, -2.53], [-4.77, -0.68, 2.13], [1.38, -0.33, 0.92], [0.18, -5.60, 2.55], [5.04, 2.71, -1.60], [-1.90, -3.58, -2.33], [-0.34, -1.93, 3.61], [-2.74, 1.31, -0.80], [-1.86, -6.74, 1.50], [-1.18, 3.00, -5.37], [-2.21, -5.33, 0.59], [6.70, -0.79, 1.19], [6.09, 3.09, 1.31], [4.96, 4.40, -0.43], [1.67, -1.91, -3.99], [5.62, 3.20, -0.82], [1.51, 2.72, 0.16], [-3.92, 2.48, 4.44], [4.67, 2.33, 0.77], [-3.25, 3.43, -0.84], [-1.10, 5.26, -4.36], [-1.13, -3.95, 3.63], [-1.46, 2.63, 3.01], [-1.66, -3.76, -4.70], [6.58, 3.44, -1.27], [-4.86, 0.33, 4.10], [-2.80, 3.87, 2.00], [-2.09, 0.65, 2.61], [5.75, 5.98, -1.61], [-4.25, 1.75, 1.56], [1.01, -1.82, 1.76], [0.56, -1.01, 1.19], [-4.86, 3.29, 3.16], [-4.08, -2.30, -3.32], [-5.09, -0.44, 1.12], [-0.16, -4.18, 1.53], [1.13, -2.50, -3.46], [4.87, 5.34, -1.52], [4.71, -0.50, 0.45], [-2.09, -2.94, -4.11], [-0.08, -3.49, 6.56], [-0.54, -4.35, 6.08], [-0.89, -2.93, 7.03], [6.48, 1.21, 0.30], [-4.77, -4.54, -3.16], [1.66, -3.43, 4.58], [-4.97, 0.54, 3.04], [2.27, 2.32, -2.34], [-5.42, -1.48, 2.49], [-1.03, 1.62, 0.14], [-1.37, 3.19, -4.31], [1.59, 0.78, -1.77], [-2.65, 4.23, 3.76], [-4.78, 2.36, -0.03], [-4.11, 2.45, -2.00], [-3.39, -2.02, 0.30], [0.97, -1.50, -5.15], [-0.40, -2.40, -0.16], [-1.92, 4.55, -4.31], [-1.46, -2.94, -2.90], [-2.57, 4.80, -3.08], [-3.74, 2.46, -0.97], [0.61, 2.33, -0.92], [-5.52, 2.89, -0.33], [0.64, 2.70, 3.35], [5.11, -1.12, -0.84], [4.34, -2.08, -2.49], [-2.72, 3.46, 3.00], [-0.59, -5.05, 2.03], [3.93, 0.26, 0.32], [-2.64, 4.70, -5.12], [-0.46, 3.90, 4.25], [-2.03, 1.42, -1.62], [-1.21, -1.75, 4.92], [4.24, -4.14, 4.08], [1.19, -4.34, 4.20], [-2.05, 6.81, -2.87], [1.35, 1.80, -2.06], [-3.86, -3.03, 1.77], [2.35, 3.28, -0.25], [-0.23, 3.35, 3.34], [0.53, -2.70, 5.33], [3.73, -4.54, 4.96], [-3.58, 6.34, -2.10], [0.83, 1.36, -4.17], [-2.17, -2.54, 1.38], [5.72, 2.45, 0.50], [3.36, -0.66, -2.00], [6.00, 0.04, 1.10], [1.01, 3.33, 0.92], [4.31, -1.20, 1.18], [-3.36, -1.06, 2.12], [0.59, -3.76, 7.38], [-0.22, -0.79, -0.83], [3.98, -1.48, -1.64], [7.48, 1.26, 0.42], [5.80, 0.43, 2.10], [-0.14, 3.09, -3.53], [2.71, -3.76, 5.51], [1.90, 1.90, 0.76], [1.18, -1.87, -0.62], [4.45, -4.80, 5.73], [-0.41, 1.14, -2.93], [-3.38, 6.58, -3.82], [-1.39, -5.88, 1.04], [-3.82, -4.39, -3.19], [4.06, 6.07, -1.43], [2.83, -1.90, -6.09], [1.63, -0.98, -7.41], [0.40, 1.78, -3.27], [-0.63, -2.42, 4.45]]}